The following is a quantum chemistry calculation of 2 unconnected molecules or ions with the total composition CH2N2O3 at a distorted geometry, from OMol25.

The geometry in XYZ format:
```
8
Properties=species:S:1:pos:R:3:nbo_charge:R:1
C -1.86359 0.03844 0.00360 0.855
N -0.44022 0.07070 0.25016 -0.945
N 3.09949 -0.51895 0.36159 -0.377
O -2.40689 1.13388 -0.10053 -0.846
O 3.94646 -0.03281 -0.45557 -0.609
O -2.42827 -1.03552 -0.18650 -0.836
H -0.17899 1.01847 0.22943 0.361
H 0.27201 -0.67422 -0.10219 0.396
```

Values from the calculation:
HOMO level (alpha / beta), eV: 2.28 / 2.26
Net charge: -2
HOMO-LUMO gap (alpha / beta), hartree: 0.1761 / 0.1767

=====

The following is a quantum chemistry calculation of a single CH2N2O3 molecule at a distorted geometry, from OMol25.

The geometry in XYZ format:
```
8
Properties=species:S:1:pos:R:3:nbo_charge:R:1
C 1.19192 -0.14418 0.08081 -0.119
N -0.04786 -0.44374 -0.05396 0.095
N -1.15261 0.60709 -0.05606 0.627
O -0.38066 -1.71569 -0.11105 -0.488
O -0.76670 1.73809 -0.21116 -0.338
O -2.19919 0.09581 0.01905 -0.243
H 1.82762 -1.00164 -0.15258 0.237
H 1.52749 0.86425 0.48496 0.228
```

Values from the calculation:
HOMO level (alpha / beta), eV: -9.74 / -9.74
HOMO-LUMO gap (alpha / beta), hartree: 0.3179 / 0.3180

=====

The following is a quantum chemistry calculation of a single CH2N2O3 molecule at a distorted geometry, from OMol25.

The geometry in XYZ format:
```
8
Properties=species:S:1:pos:R:3:nbo_charge:R:1
N 0.13440 -1.03938 -0.91314 -0.450
C 0.45660 -0.00246 -0.01864 0.697
O 0.95582 1.15724 -0.51012 -0.658
N -1.32824 0.36731 0.06350 0.240
O -1.90868 0.16669 1.05112 -0.123
O 0.97029 -0.69808 0.89358 -0.548
H 1.47008 1.58660 0.18850 0.501
H -0.75027 -1.53792 -0.75480 0.340
```

Values from the calculation:
HOMO level (alpha / beta), eV: -9.71 / -9.84
HOMO-LUMO gap (alpha / beta), hartree: 0.2903 / 0.3055

=====

The following is a quantum chemistry calculation of 2 unconnected molecules or ions with the total composition CH2N2O3 at a distorted geometry, from OMol25.

The geometry in XYZ format:
```
8
Properties=species:S:1:pos:R:3:nbo_charge:R:1
C -0.81866 1.10311 -0.94314 0.283
N 0.28407 -0.24349 1.23062 0.009
N 0.85146 -1.15733 0.61579 0.549
O 1.05223 -1.90996 -0.19933 -0.211
O 1.04528 -1.14851 2.09891 -0.342
O -0.43394 0.32733 -1.77445 -0.504
H -1.67251 0.97262 -0.31585 0.112
H -0.30793 2.05625 -0.71256 0.104
```

Values from the calculation:
HOMO level, eV: -10.40
HOMO-LUMO gap, hartree: 0.3818

=====

Relative energy (zero: lowest compared OMol25 entry of this formula, charge and spin): 2.3 109.9 92.7 141.6 (kcal/mol)